[1]
ORCA calculation (the ωB97M-V functional and the def2-TZVPD basis) on a cluster of 4 separate species, C22H51N3O5PS in total at a distorted geometry.

Computed properties:
Net charge ... +1
Highest occupied orbital energy ... -11.05 eV
Electronic energy ... -2148.40630 Eh

Positions of all 83 atoms, in Å:
C (2.33, -1.38, 3.05)
C (1.23, -1.02, 2.35)
C (0.63, 0.39, 2.24)
N (1.52, 1.46, 2.74)
C (1.60, 1.50, 4.04)
N (0.80, 0.81, 4.90)
N (2.55, 2.37, 4.59)
C (3.88, 1.74, 4.31)
C (4.07, 1.74, 2.80)
P (5.40, 0.45, 2.40)
C (6.78, 0.57, 3.64)
C (6.12, 0.97, 0.77)
C (2.78, 1.58, 1.98)
C (2.65, 2.85, 1.05)
S (2.21, 4.36, 1.95)
O (0.88, 4.32, 2.50)
O (2.33, 5.44, 1.02)
H (2.47, -1.21, 4.13)
H (3.14, -1.86, 2.50)
H (0.71, -1.81, 1.80)
H (0.34, 0.60, 1.20)
H (-0.32, 0.41, 2.79)
H (1.08, 0.00, 5.42)
H (-0.12, 1.19, 5.09)
H (2.41, 2.42, 5.60)
H (3.97, 0.74, 4.78)
H (4.67, 2.37, 4.74)
H (4.53, 2.71, 2.53)
H (7.09, -0.43, 3.95)
H (6.51, 1.11, 4.56)
H (7.67, 1.07, 3.24)
H (5.29, 0.94, 0.05)
H (6.50, 2.01, 0.77)
H (6.92, 0.29, 0.47)
H (2.93, 0.74, 1.28)
H (1.86, 2.62, 0.32)
H (3.59, 3.01, 0.52)
H (3.09, 4.46, 2.99)
C (-2.33, 3.83, 1.05)
C (-2.52, 2.85, -0.10)
O (-2.29, 1.50, 0.27)
C (-3.13, 0.97, 1.28)
C (-4.61, 0.98, 0.92)
H (-1.33, 3.72, 1.48)
H (-2.46, 4.85, 0.71)
H (-3.05, 3.65, 1.85)
H (-1.79, 3.09, -0.88)
H (-3.51, 2.96, -0.55)
H (-2.96, 1.49, 2.23)
H (-2.81, -0.06, 1.43)
H (-4.98, 2.00, 0.78)
H (-5.19, 0.51, 1.71)
H (-4.77, 0.44, -0.01)
C (-2.18, -1.66, -1.87)
C (-0.88, -1.05, -1.40)
O (0.02, -1.98, -0.82)
C (0.46, -3.05, -1.65)
C (1.20, -2.60, -2.89)
H (-2.68, -2.18, -1.05)
H (-2.85, -0.88, -2.25)
H (-2.03, -2.38, -2.68)
H (-1.08, -0.32, -0.62)
H (-0.39, -0.50, -2.22)
H (-0.38, -3.70, -1.91)
H (1.13, -3.65, -1.03)
H (0.56, -2.02, -3.56)
H (1.56, -3.47, -3.45)
H (2.05, -1.97, -2.63)
C (-4.06, -4.64, -7.09)
C (-3.99, -4.52, -5.58)
O (-3.56, -3.25, -5.13)
C (-4.37, -2.15, -5.49)
C (-5.79, -2.24, -4.97)
H (-3.10, -4.40, -7.54)
H (-4.34, -5.66, -7.38)
H (-4.80, -3.96, -7.52)
H (-3.25, -5.24, -5.21)
H (-4.94, -4.79, -5.12)
H (-4.35, -2.01, -6.58)
H (-3.89, -1.26, -5.06)
H (-6.32, -3.09, -5.40)
H (-6.35, -1.34, -5.24)
H (-5.80, -2.35, -3.89)



[2]
ORCA calculation (the ωB97M-V functional and the def2-TZVPD basis) on a structure of composition C22H52BBr2ClF3LiNaO23PS2Si2 at a distorted geometry.

Computed properties:
Net charge ... 0
Highest occupied orbital energy ... -5.24 eV
Electronic energy ... -10418.97297 Eh

Positions of all 111 atoms, in Å:
C (5.21, -0.06, 0.78)
C (4.38, 0.61, -0.32)
C (5.06, 1.84, -0.95)
C (4.36, 2.40, -2.20)
O (2.91, 2.49, -2.24)
Si (1.97, 3.38, -1.19)
O (0.48, 3.13, -1.82)
Si (-0.70, 2.11, -1.28)
B (-2.44, 2.37, -2.35)
O (-2.67, 3.50, -3.09)
O (-3.41, 1.40, -2.30)
C (-3.56, 0.50, -3.41)
C (-3.58, -0.95, -2.95)
P (-0.96, 2.29, 0.97)
O (-0.17, 1.02, 1.57)
O (-2.47, 1.96, 1.24)
S (-0.25, 3.96, 1.56)
H (6.23, -0.22, 0.43)
H (4.80, -1.04, 1.06)
H (5.24, 0.55, 1.68)
H (4.33, -0.10, -1.14)
H (3.41, 0.90, 0.04)
H (6.05, 1.56, -1.33)
H (5.25, 2.58, -0.15)
H (4.79, 3.36, -2.49)
H (4.58, 1.71, -3.03)
H (2.14, 2.74, 0.12)
H (2.34, 4.80, -1.20)
H (-0.17, 0.68, -1.50)
H (-1.88, 3.99, -3.32)
H (-4.49, 0.77, -3.92)
H (-2.76, 0.67, -4.14)
H (-3.40, -0.99, -1.88)
H (-2.83, -1.56, -3.46)
H (-4.56, -1.41, -3.13)
H (-0.48, 0.18, 1.22)
H (-2.75, 1.18, 1.75)
Na (2.50, -0.16, -1.73)
O (5.18, -0.07, 3.98)
C (4.02, 0.15, 4.18)
O (3.43, 1.05, 3.36)
C (2.01, 1.25, 3.29)
C (1.39, 2.26, 4.21)
C (3.21, -0.51, 5.26)
H (1.52, 0.28, 3.36)
H (1.87, 1.60, 2.27)
H (1.46, 2.03, 5.28)
H (0.34, 2.34, 3.94)
H (1.86, 3.23, 4.05)
H (3.38, 0.03, 6.19)
H (3.59, -1.53, 5.38)
H (2.15, -0.55, 5.08)
Br (-0.22, -3.90, -1.36)
C (-0.24, -4.32, -3.26)
C (1.10, -4.81, -3.74)
Br (2.37, -3.35, -3.90)
H (-0.58, -3.45, -3.80)
H (-1.02, -5.09, -3.34)
H (1.02, -5.25, -4.74)
H (1.56, -5.52, -3.06)
O (-5.37, 1.06, 1.79)
Cl (-5.08, 1.86, 2.98)
O (-4.95, 3.23, 2.58)
O (-3.80, 1.38, 3.50)
O (-6.11, 1.70, 3.95)
Li (-1.19, -6.89, -2.68)
C (-7.13, -0.45, -1.55)
C (-6.04, -0.81, -0.57)
O (-6.59, -1.93, 0.14)
S (-7.48, -2.81, -0.82)
O (-6.73, -3.89, -1.36)
O (-8.73, -3.06, -0.20)
O (-7.64, -1.72, -1.98)
H (-7.93, 0.12, -1.07)
H (-6.77, 0.09, -2.43)
H (-5.80, 0.00, 0.11)
H (-5.13, -1.14, -1.08)
C (7.72, -2.44, 4.83)
C (6.75, -3.08, 5.79)
O (6.51, -4.46, 5.42)
C (7.41, -5.36, 5.76)
O (8.43, -5.22, 6.35)
C (6.92, -6.75, 5.26)
F (6.38, -6.64, 4.05)
F (5.95, -7.20, 6.09)
F (7.90, -7.62, 5.25)
H (7.36, -2.55, 3.80)
H (7.80, -1.37, 5.04)
H (8.70, -2.89, 4.90)
H (5.77, -2.63, 5.73)
H (7.10, -3.03, 6.82)
O (3.84, -9.57, 6.22)
H (4.18, -10.40, 5.87)
H (4.56, -8.95, 6.08)
O (7.97, -7.60, 1.55)
H (7.68, -7.39, 2.45)
C (-6.63, 7.69, -7.52)
C (-7.73, 7.13, -6.64)
O (-7.49, 5.76, -6.30)
C (-6.63, 5.56, -5.30)
O (-6.06, 6.42, -4.68)
O (-6.50, 4.25, -5.11)
C (-5.59, 3.89, -4.06)
H (-6.51, 7.07, -8.41)
H (-6.90, 8.70, -7.84)
H (-5.69, 7.73, -6.98)
H (-8.68, 7.12, -7.16)
H (-7.84, 7.72, -5.73)
H (-5.86, 4.39, -3.13)
H (-4.57, 4.14, -4.34)
H (-5.71, 2.81, -3.95)



[3]
ORCA calculation (the ωB97M-V functional and the def2-TZVPD basis) on a cluster of 3 separate species, C22H52BN3O17P2S in total at a distorted geometry.

Computed properties:
Net charge ... 0
Highest occupied orbital energy ... -9.32 eV
Electronic energy ... -3418.63203 Eh
Energy relative to the best compared isomer or geometry (same formula, charge and spin) ... 0.0 kJ/mol
Structure (SMILES) ... C[C@@H](O)CNCCO[C@H]1OS(=O)(=O)O[C@@]1(CON=O)B(O)N(C)C.CCOP(=O)(OCC)OCC.CCOP(=O)(OCC)OCC

Positions of all 98 atoms, in Å:
C (4.87, -0.52, 3.26)
C (4.65, -0.15, 1.80)
O (5.59, 0.83, 1.36)
C (4.68, -1.33, 0.80)
N (5.28, -2.59, 1.29)
C (4.32, -3.71, 1.17)
C (3.43, -3.65, 2.41)
O (2.25, -4.46, 2.42)
C (1.59, -4.70, 1.25)
O (0.84, -5.93, 1.51)
S (-0.67, -5.68, 1.84)
O (-1.45, -6.73, 1.30)
O (-0.93, -5.35, 3.20)
O (-0.83, -4.36, 0.96)
C (0.46, -3.73, 0.78)
C (0.49, -3.52, -0.75)
O (1.78, -3.09, -1.16)
N (1.82, -3.03, -2.63)
O (1.93, -1.93, -2.98)
B (0.32, -2.22, 1.34)
O (1.41, -1.49, 1.75)
N (-1.02, -1.65, 1.30)
C (-1.73, -1.88, 2.58)
C (-0.93, -0.20, 1.06)
H (3.92, -0.79, 3.75)
H (5.59, -1.31, 3.40)
H (5.23, 0.37, 3.78)
H (3.65, 0.29, 1.73)
H (5.17, 1.69, 1.45)
H (5.26, -0.98, -0.05)
H (3.66, -1.49, 0.44)
H (6.00, -2.82, 0.63)
H (4.91, -4.63, 1.18)
H (3.77, -3.59, 0.23)
H (4.04, -4.01, 3.24)
H (3.23, -2.61, 2.63)
H (2.18, -5.00, 0.38)
H (0.11, -4.39, -1.30)
H (-0.22, -2.71, -0.94)
H (1.40, -1.31, 2.70)
H (-1.67, -1.02, 3.25)
H (-1.39, -2.80, 3.05)
H (-2.79, -2.04, 2.36)
H (-0.52, 0.35, 1.92)
H (-0.34, 0.01, 0.17)
H (-1.93, 0.20, 0.90)
C (-6.82, -0.70, -5.85)
C (-6.14, -1.99, -5.45)
O (-5.12, -1.80, -4.46)
P (-5.54, -1.47, -2.95)
O (-6.34, -2.54, -2.35)
O (-4.08, -1.52, -2.28)
C (-3.77, -2.40, -1.19)
C (-3.13, -3.68, -1.66)
O (-5.75, 0.09, -2.93)
C (-4.70, 1.07, -2.88)
C (-3.74, 1.02, -4.04)
H (-7.41, -0.28, -5.03)
H (-7.49, -0.87, -6.69)
H (-6.09, 0.05, -6.14)
H (-6.87, -2.72, -5.09)
H (-5.64, -2.43, -6.31)
H (-4.67, -2.60, -0.59)
H (-3.07, -1.86, -0.54)
H (-3.68, -4.13, -2.49)
H (-3.06, -4.41, -0.85)
H (-2.12, -3.48, -2.03)
H (-4.18, 1.00, -1.93)
H (-5.22, 2.03, -2.89)
H (-3.13, 0.11, -4.03)
H (-3.06, 1.88, -3.98)
H (-4.26, 1.06, -5.00)
C (-0.17, 3.27, -0.59)
C (1.06, 4.06, -1.00)
O (1.40, 5.10, -0.07)
P (2.03, 4.71, 1.35)
O (3.31, 4.01, 1.21)
O (2.35, 6.20, 1.87)
C (3.67, 6.61, 2.24)
C (4.38, 7.30, 1.10)
O (0.80, 4.39, 2.27)
C (-0.06, 5.37, 2.89)
C (-0.77, 6.28, 1.92)
H (0.01, 2.69, 0.32)
H (-0.46, 2.59, -1.38)
H (-1.00, 3.94, -0.38)
H (1.92, 3.39, -1.13)
H (0.89, 4.56, -1.95)
H (4.25, 5.76, 2.61)
H (3.55, 7.30, 3.08)
H (4.29, 6.72, 0.18)
H (5.43, 7.44, 1.32)
H (3.93, 8.27, 0.90)
H (0.51, 5.93, 3.63)
H (-0.79, 4.78, 3.44)
H (-0.08, 6.95, 1.41)
H (-1.49, 6.89, 2.48)
H (-1.31, 5.71, 1.17)



[4]
ORCA calculation (the ωB97M-V functional and the def2-TZVPD basis) on a structure of composition C22H52N2O6Pd at a distorted geometry.

Computed properties:
Net charge ... 0
2S+1 ... 3
Highest occupied orbital energy (alpha / beta) ... -6.49 / -6.49 eV
Electronic energy ... -1557.83228 Eh
Energy relative to the best compared isomer or geometry (same formula, charge and spin) ... 499.0 kJ/mol

Positions of all 83 atoms, in Å:
Pd (9.13, 8.43, 16.15)
C (2.70, 4.85, 12.46)
C (2.11, 6.29, 12.64)
C (0.59, 6.32, 12.12)
C (-0.37, 7.37, 12.70)
C (-0.30, 7.14, 14.24)
C (1.12, 7.40, 14.81)
N (2.23, 6.69, 14.08)
O (3.58, 7.06, 14.48)
C (1.08, 6.72, 16.22)
C (1.30, 8.95, 14.88)
C (2.84, 7.28, 11.62)
H (2.19, 4.12, 13.09)
H (3.78, 4.81, 12.60)
H (2.56, 4.59, 11.41)
H (0.20, 5.31, 12.16)
H (0.61, 6.51, 11.05)
H (-1.37, 7.34, 12.26)
H (-0.04, 8.36, 12.39)
H (-0.60, 6.10, 14.42)
H (-0.99, 7.78, 14.80)
H (0.70, 5.70, 16.29)
H (0.59, 7.35, 16.96)
H (2.00, 6.68, 16.81)
H (2.19, 9.22, 15.46)
H (0.47, 9.53, 15.29)
H (1.31, 9.44, 13.91)
H (3.93, 7.25, 11.72)
H (2.60, 8.34, 11.70)
H (2.52, 7.00, 10.62)
C (15.96, 10.21, 19.97)
C (16.67, 10.96, 18.70)
C (18.21, 10.63, 18.83)
C (19.02, 11.01, 17.60)
C (18.50, 10.36, 16.29)
C (17.01, 10.62, 16.09)
N (16.18, 10.43, 17.38)
O (14.69, 10.38, 17.21)
C (16.63, 9.57, 15.03)
C (16.74, 11.98, 15.41)
C (16.55, 12.45, 18.92)
H (15.00, 10.60, 20.31)
H (16.55, 10.28, 20.88)
H (15.78, 9.17, 19.71)
H (18.47, 9.64, 19.22)
H (18.69, 11.16, 19.65)
H (20.06, 10.73, 17.78)
H (19.05, 12.09, 17.46)
H (18.72, 9.29, 16.34)
H (19.05, 10.71, 15.41)
H (17.18, 9.67, 14.10)
H (15.58, 9.63, 14.73)
H (16.87, 8.51, 15.11)
H (17.27, 12.80, 15.90)
H (15.70, 12.31, 15.47)
H (16.86, 12.00, 14.32)
H (17.09, 13.11, 18.25)
H (16.78, 12.77, 19.94)
H (15.50, 12.75, 18.85)
C (11.68, 3.89, 14.88)
O (11.08, 5.03, 14.29)
H (11.24, 3.89, 15.88)
H (11.32, 2.94, 14.48)
H (12.76, 3.86, 15.02)
H (11.45, 5.15, 13.41)
C (8.39, 13.61, 18.02)
O (7.70, 12.35, 18.20)
H (9.09, 13.41, 17.21)
H (7.83, 14.53, 17.82)
H (9.03, 13.84, 18.86)
H (7.07, 12.47, 18.91)
C (9.20, 7.67, 21.59)
O (8.81, 6.99, 20.38)
H (8.34, 7.63, 22.26)
H (10.07, 7.25, 22.09)
H (9.50, 8.71, 21.43)
H (8.13, 6.34, 20.55)
C (7.78, 12.02, 11.89)
O (8.92, 11.30, 12.24)
H (7.99, 13.07, 11.66)
H (7.31, 11.66, 10.98)
H (7.12, 12.02, 12.76)
H (9.48, 11.39, 11.47)



[5]
ORCA calculation (the ωB97M-V functional and the def2-TZVPD basis) on a cluster of 3 separate species, C22H53BIN8O6P2S in total at a distorted geometry.

Computed properties:
Net charge ... +1
Highest occupied orbital energy ... -8.73 eV
Electronic energy ... -3162.11837 Eh

Positions of all 94 atoms, in Å:
C (0.23, 7.75, 5.75)
O (-0.74, 6.76, 5.26)
B (-0.78, 5.61, 6.23)
O (-1.34, 5.86, 7.57)
C (-0.21, 4.17, 5.66)
C (1.35, 3.66, 5.98)
S (2.58, 4.70, 7.00)
C (1.78, 2.18, 5.33)
C (3.26, 1.51, 5.56)
C (3.23, 0.88, 7.12)
O (3.78, 1.81, 8.12)
C (0.55, 1.48, 4.44)
C (0.86, 0.01, 3.69)
C (2.00, 0.36, 2.53)
C (1.52, 0.04, 1.00)
O (0.71, -1.18, 0.85)
N (-0.81, 2.06, 4.24)
N (-1.07, 3.25, 4.83)
I (-3.03, 3.96, 4.54)
H (0.73, 7.38, 6.77)
H (-0.40, 8.75, 5.96)
H (1.04, 7.91, 4.90)
H (-1.09, 5.13, 8.21)
H (3.63, 5.03, 6.09)
H (4.15, 2.28, 5.52)
H (3.51, 0.60, 4.87)
H (3.84, -0.12, 7.18)
H (2.11, 0.64, 7.44)
H (4.72, 2.08, 7.92)
H (1.22, -0.78, 4.47)
H (-0.15, -0.36, 3.22)
H (2.26, 1.52, 2.59)
H (3.03, -0.18, 2.80)
H (1.03, 1.01, 0.55)
H (2.52, -0.12, 0.37)
H (-0.15, -0.84, 0.42)
O (-1.27, -2.68, -1.05)
P (-1.88, -4.07, -1.35)
N (-2.84, -3.52, -2.62)
C (-4.06, -2.75, -2.54)
C (-2.13, -3.21, -3.86)
N (-2.63, -4.24, 0.17)
C (-3.86, -3.56, 0.54)
C (-1.68, -4.11, 1.28)
N (-2.59, -5.67, -1.69)
C (-1.64, -6.54, -2.39)
C (-3.95, -5.98, -2.10)
H (-4.62, -2.83, -3.49)
H (-3.87, -1.70, -2.33)
H (-4.76, -3.13, -1.80)
H (-2.31, -4.00, -4.60)
H (-1.05, -3.15, -3.70)
H (-2.43, -2.25, -4.30)
H (-3.81, -2.49, 0.34)
H (-4.09, -3.69, 1.61)
H (-4.72, -3.99, 0.04)
H (-1.47, -3.06, 1.51)
H (-0.73, -4.60, 1.04)
H (-2.07, -4.59, 2.19)
H (-1.58, -6.29, -3.46)
H (-1.91, -7.59, -2.29)
H (-0.64, -6.43, -1.96)
H (-4.12, -5.76, -3.16)
H (-4.69, -5.44, -1.51)
H (-4.16, -7.04, -1.94)
O (1.53, 2.47, -2.82)
P (0.88, 1.76, -4.03)
N (1.18, 0.21, -3.44)
C (2.45, -0.50, -3.42)
C (0.34, -0.22, -2.33)
N (1.96, 2.39, -5.18)
C (3.32, 1.89, -5.36)
C (2.02, 3.85, -5.16)
N (0.13, 0.94, -5.42)
C (-1.33, 0.99, -5.36)
C (0.56, -0.28, -6.07)
H (2.27, -1.57, -3.30)
H (3.10, -0.15, -2.61)
H (2.99, -0.43, -4.36)
H (-0.40, -0.94, -2.68)
H (-0.20, 0.62, -1.88)
H (0.92, -0.69, -1.52)
H (3.87, 1.84, -4.42)
H (3.90, 2.53, -6.04)
H (3.32, 0.91, -5.84)
H (2.66, 4.23, -4.36)
H (1.02, 4.27, -5.02)
H (2.39, 4.24, -6.12)
H (-1.73, 0.26, -4.65)
H (-1.78, 0.83, -6.34)
H (-1.66, 1.99, -5.03)
H (0.28, -1.18, -5.50)
H (1.64, -0.31, -6.24)
H (0.10, -0.37, -7.06)